Computed, not measured: 3 unconnected molecules or ions with the total composition C4H10N2O2 in a non-equilibrium geometry, with the ωB97M-V functional and the def2-TZVPD basis.

```
! wB97M-V def2-TZVPD RIJCOSX def2/J DEFGRID3
* xyz -1 2
C -0.919 -1.266 1.352
C 0.371 -1.164 0.568
C 1.363 -0.084 1.046
N 0.832 1.271 1.181
N -1.518 -0.381 1.947
C 0.417 0.826 -2.595
O 0.511 -0.413 -2.477
O 0.386 1.693 -1.698
H -1.408 -2.259 1.390
H -3.078 0.371 -0.544
H 0.120 -0.874 -0.467
H 0.806 -2.162 0.570
H 1.826 -0.385 1.997
H 2.147 -0.092 0.284
H 0.481 1.516 0.240
H 0.005 1.183 1.731
H 0.500 1.216 -3.649
H -2.840 1.002 -0.875
*
```

<S²>: 0.76
E_tot: -418.369375 Ha
Kohn-Sham gap (alpha / beta): 8.55 / 7.66 eV
HOMO (alpha / beta): -4.58 / -4.57 eV
E_LUMO (alpha / beta): 3.969 / 3.093 eV
Largest force on an atom: 1.39 eV/Å


Computed, not measured: a molecular structure, C4H10N2O2 in a non-equilibrium geometry, with the ωB97M-V functional and the def2-TZVPD basis.

```
! wB97M-V def2-TZVPD RIJCOSX def2/J DEFGRID3
* xyz 0 1
C 3.004 0.007 -0.027
C 4.562 0.148 0.041
C -2.877 -0.089 -0.155
C -4.443 -0.174 0.131
H 1.308 -0.960 0.211
H 2.871 -2.043 -0.530
H 4.968 0.544 -0.835
H 5.151 -0.833 0.491
H 4.558 1.139 0.700
H -1.523 1.629 0.226
H -3.424 1.983 0.379
H -4.771 0.939 0.256
H -4.471 -0.601 1.120
H -5.386 -0.458 -0.795
N 2.346 -1.188 -0.102
N -2.608 1.213 -0.290
O 2.394 1.113 0.091
O -2.259 -1.222 0.107
*
```

E_tot: -418.224435 Ha
Kohn-Sham gap: 9.50 eV
HOMO: -9.59 eV
E_LUMO: -0.090 eV
Largest force on an atom: 8.53 eV/Å


Computed, not measured: a single C4H10N2O2 molecule in a non-equilibrium geometry, with the ωB97M-V functional and the def2-TZVPD basis.

```
! wB97M-V def2-TZVPD RIJCOSX def2/J DEFGRID3
* xyz 0 1
C -1.447 1.897 0.006
C 0.875 -0.401 0.743
C 2.145 -0.904 -0.143
C -1.968 -0.686 -0.260
H -2.565 2.125 -0.078
H -0.988 2.565 0.962
H -0.878 1.814 -1.120
H 0.895 0.346 1.415
H 0.203 -1.105 1.318
H 2.915 -1.458 0.545
H 1.843 -1.471 -1.054
H 2.512 0.771 -1.220
H -2.986 -0.046 -0.339
H -0.807 -2.180 0.132
N -1.021 0.324 0.019
N -1.871 -2.024 -0.170
O 0.145 0.009 -0.505
O 2.998 0.425 -0.251
*
```

E_tot: -418.112883 Ha
Kohn-Sham gap: 9.30 eV
HOMO: -8.66 eV
SMILES string: [H]/N=C\N(C)OCCO
E_LUMO: 0.644 eV
Largest force on an atom: 7.19 eV/Å


Computed, not measured: 2 unconnected molecules or ions with the total composition C4H10N2O2 in a non-equilibrium geometry, with the ωB97M-V functional and the def2-TZVPD basis.

```
! wB97M-V def2-TZVPD RIJCOSX def2/J DEFGRID3
* xyz 0 1
C 1.007 3.117 -1.669
C 0.252 1.859 -1.966
O 0.700 0.949 -2.639
N -1.033 1.805 -1.507
H 1.999 3.059 -1.249
H 0.379 3.810 -1.111
H -1.464 0.901 -1.591
H -1.381 2.583 -0.975
H 1.104 3.613 -2.638
C -0.265 -0.598 1.949
C -0.287 -2.092 1.801
O -1.362 -2.639 1.642
N 0.813 -2.846 2.096
H -0.572 -0.368 2.958
H -1.032 -0.202 1.293
H 0.752 -3.802 1.781
H 1.723 -2.425 2.239
H 0.631 -0.039 1.662
*
```

E_tot: -418.433637 Ha
Kohn-Sham gap: 10.44 eV
HOMO: -9.82 eV
SMILES string: CC(N)=O.CC(N)=O
E_LUMO: 0.625 eV
Largest force on an atom: 1.62 eV/Å


Values for relative energy (zero: lowest compared OMol25 entry of this formula, charge and spin), kJ/mol, ordered as above
133.5; 621.0; 913.9; 71.7